{
  "formula": "C11H8BNO3S5SbW",
  "method": "ωB97M-V/def2-TZVPD",
  "species": ["W", "Sb", "S", "S", "S", "S", "S", "O", "O", "O", "N", "C", "C", "C", "C", "C", "C", "C", "C", "C", "C", "C", "B", "H", "H", "H", "H", "H", "H", "H", "H"],
  "coordinates": [[0.16182, 0.85271, 2.23779], [-3.51900, 1.79006, 3.47573], [-0.72564, 3.03932, 1.87018], [-5.54555, 0.64593, 3.21725], [1.99418, -0.41019, 3.24989], [-3.39723, 2.27566, 5.74859], [-1.63833, -0.03340, 3.27405], [1.14989, 0.09541, 0.54620], [-0.23799, 2.02748, -0.76123], [-2.18872, 1.19337, 0.18843], [2.16948, -0.75749, 0.64064], [3.85049, -1.89820, 1.85055], [-3.07387, 0.18018, -1.85791], [2.59983, -1.32380, -0.50573], [-0.68939, 1.17997, -3.02819], [3.67218, -2.16823, -0.51635], [-2.79570, -0.01489, -3.21537], [4.33485, -2.44937, 0.68760], [-1.63014, 0.47082, -3.78598], [2.72650, -1.06352, 1.84893], [-0.96426, 1.37850, -1.69139], [-2.14694, 0.88265, -1.11926], [-0.94468, 1.85531, 0.50291], [3.99642, -2.59817, -1.45298], [2.03122, -1.04579, -1.38113], [5.19853, -3.10053, 0.70242], [-1.44323, 0.30530, -4.84149], [-3.50288, -0.55887, -3.83101], [0.22565, 1.54892, -3.47588], [-3.97325, -0.19325, -1.38599], [4.30577, -2.10591, 2.80873]],
  "forces_ev_per_angstrom": [[-1.85, 0.02, 1.50], [-1.51, 0.39, 0.70], [0.72, -0.79, 0.49], [0.44, 0.18, -0.14], [0.23, 0.25, -0.41], [0.13, 0.08, -0.31], [2.21, 0.09, -1.02], [-0.21, 0.05, 0.18], [0.03, 0.10, -0.38], [-0.35, 0.05, -0.40], [0.39, -0.35, 0.24], [0.32, -0.34, -0.25], [0.05, 0.08, 0.09], [-0.04, 0.09, -0.12], [0.09, 0.02, 0.12], [0.16, -0.08, -0.06], [0.02, -0.04, -0.09], [-0.25, 0.18, 0.19], [-0.08, -0.05, -0.12], [-0.46, 0.28, 0.10], [-0.07, -0.01, -0.05], [0.03, 0.04, 0.18], [0.06, -0.35, -0.54], [-0.03, 0.02, -0.01], [-0.03, 0.08, 0.04], [0.00, -0.01, 0.02], [0.00, -0.01, 0.01], [0.00, 0.00, 0.01], [0.00, 0.06, 0.04], [0.00, 0.01, -0.01], [0.00, 0.00, 0.00]],
  "nbo_charge": [0.67, 0.94, -0.29, -1.02, -0.07, -1.01, -0.45, -0.55, -0.67, -0.64, 0.00, -0.23, -0.26, 0.04, -0.32, -0.29, -0.25, -0.19, -0.26, 0.00, 0.32, 0.25, 0.57, 0.22, 0.24, 0.21, 0.19, 0.19, 0.20, 0.23, 0.23],
  "relative_energy_kj_mol": 31.34,
  "lumo_energy_ev": [3.77, 3.77],
  "gap_ev": [4.1, 4.1],
  "charge": -2,
  "spin_multiplicity": 2,
  "mol_weight_da": 678.94
}